[1]
# C31H43N4O9OsS3

A structure of composition C31H43N4O9OsS3 in a non-equilibrium geometry (the ωB97M-V functional and the def2-TZVPD basis, the Open Molecules 2025 dataset).

Summary:
Multiplicity: 1
LUMO level (spin up / spin down) in eV: -3.79 / -3.84
E_HOMO (spin up / spin down) in eV: -11.14 / -11.10
Total charge: +1
Orbital gap (spin up / spin down) in hartree: 0.26990 / 0.26684
Energy above the lowest of the compared OMol25 structures with the same formula, charge and spin in kJ/mol: 191.86

Last column: Mulliken charge in e.
Element x y z (Å)
Os: 0.071 -1.851 0.664  2.110
C: -2.349 4.312 -1.889  -2.034
C: -2.566 3.835 -0.454  2.114
C: -1.902 4.833 0.507  -1.515
C: -4.075 3.777 -0.174  -1.642
C: -1.966 2.457 -0.211  0.170
C: -2.085 1.848 1.045  -1.010
C: -1.541 0.607 1.272  -0.737
N: -0.884 -0.063 0.313  -0.144
C: -0.749 0.500 -0.902  0.093
C: -1.281 1.749 -1.188  -0.519
C: 0.020 -0.340 -1.843  0.199
C: 0.264 -0.006 -3.161  -0.342
C: 0.983 -0.858 -3.991  0.472
C: 1.413 -2.052 -3.413  -0.896
C: 1.145 -2.336 -2.094  -0.563
N: 0.470 -1.486 -1.298  -0.031
C: 1.289 -0.547 -5.446  2.044
C: 0.720 0.805 -5.875  -2.053
C: 0.675 -1.648 -6.323  -1.589
C: 2.813 -0.527 -5.633  -1.571
H: -2.799 5.297 -2.010  0.429
H: -2.819 3.645 -2.614  0.426
H: -1.288 4.406 -2.132  0.425
H: -2.334 5.824 0.365  0.452
H: -0.827 4.898 0.324  0.274
H: -2.052 4.552 1.551  0.332
H: -4.518 4.758 -0.348  0.463
H: -4.287 3.496 0.858  0.328
H: -4.569 3.060 -0.833  0.371
H: -2.604 2.342 1.855  0.667
H: -1.619 0.111 2.230  0.195
H: -1.151 2.157 -2.178  0.599
H: -0.127 0.929 -3.531  0.468
H: 1.965 -2.785 -3.983  0.515
H: 1.461 -3.265 -1.650  0.339
H: -0.368 0.836 -5.788  0.399
H: 0.967 0.982 -6.922  0.420
H: 1.145 1.627 -5.295  0.411
H: -0.409 -1.691 -6.201  0.369
H: 1.085 -2.630 -6.088  0.340
H: 0.890 -1.441 -7.372  0.463
H: 3.276 0.242 -5.012  0.357
H: 3.050 -0.309 -6.676  0.466
H: 3.267 -1.486 -5.383  0.331
C: -4.621 -1.858 0.922  -1.759
C: -3.570 -1.949 1.992  1.048
C: -3.686 -1.212 3.171  -0.783
C: -2.738 -1.308 4.179  -0.566
C: -1.658 -2.160 4.009  -0.046
C: -1.522 -2.921 2.852  -0.762
C: -2.477 -2.803 1.846  -0.915
S: -0.469 -2.379 5.300  1.355
O: 0.451 -3.364 4.803  -0.650
O: -1.122 -2.548 6.559  -0.734
N: 0.241 -0.898 5.362  -0.318
C: 1.016 -0.442 4.219  -0.052
C: 2.296 -1.225 3.902  -0.997
C: 2.459 -1.436 2.440  0.286
O: 3.487 -2.196 2.139  -0.324
O: 1.702 -0.950 1.582  -0.313
H: -5.116 -0.888 0.935  0.388
H: -5.387 -2.621 1.071  0.401
H: -4.190 -2.015 -0.068  0.347
H: -4.539 -0.558 3.304  0.456
H: -2.845 -0.743 5.096  0.480
H: -0.701 -3.624 2.768  0.988
H: -2.392 -3.418 0.955  0.758
H: 0.551 -0.676 6.300  0.300
H: 1.243 0.613 4.360  0.530
H: 0.350 -0.491 3.357  -0.464
H: 2.275 -2.223 4.344  0.567
H: 3.194 -0.716 4.259  0.363
N: 4.831 -1.999 0.252  -0.666
C: 3.815 -2.459 0.800  0.619
H: 5.343 -1.377 0.873  0.303
O: 0.952 -3.560 1.502  -0.644
S: 1.973 -4.420 0.823  1.294
O: 2.759 -5.141 1.756  -0.622
O: 2.957 -3.245 0.141  -0.510
O: 1.479 -5.040 -0.360  -0.700
C: 2.696 3.703 1.676  -1.193
S: 2.289 1.962 1.568  0.752
C: 2.748 1.711 -0.148  -0.907
O: 3.314 1.244 2.392  -0.717
H: 3.748 3.846 1.430  0.383
H: 2.508 4.009 2.703  0.399
H: 2.055 4.264 0.997  0.338
H: 2.095 2.306 -0.788  0.386
H: 2.612 0.651 -0.359  -0.086
H: 3.793 1.990 -0.286  0.592


[2]
# C31H43NiP2S2Sb

A structure of composition C31H43NiP2S2Sb (the ωB97M-V functional and the def2-TZVPD basis, the Open Molecules 2025 dataset).

Summary:
Multiplicity: 3
LUMO level (spin up / spin down) in eV: 0.65 / -0.63
E_HOMO (spin up / spin down) in eV: -6.28 / -6.85
Orbital gap (spin up / spin down) in hartree: 0.25470 / 0.22874
Energy above the lowest of the compared OMol25 structures with the same formula, charge and spin in kJ/mol: 20.90

Last column: Mulliken charge in e.
Element x y z (Å)
Ni: -1.112 -0.805 1.291  -0.657
C: -3.890 -0.763 3.680  -1.472
P: -2.309 -1.501 3.139  0.920
C: -1.408 -1.617 4.726  -1.482
C: -2.842 -3.252 2.888  -1.116
C: -1.781 -4.023 2.096  -0.945
P: -1.128 -3.019 0.697  0.883
C: -2.449 -3.212 -0.560  -1.478
C: 0.112 -4.196 0.045  -1.313
H: -4.365 -1.390 4.440  0.457
H: -4.550 -0.655 2.821  0.385
H: -3.715 0.234 4.088  0.373
H: -2.052 -1.984 5.528  0.432
H: -1.015 -0.633 4.985  0.370
H: -0.556 -2.292 4.608  0.378
H: -3.785 -3.217 2.334  0.371
H: -3.051 -3.729 3.848  0.515
H: -2.166 -4.974 1.722  0.536
H: -0.925 -4.250 2.737  0.354
H: -2.658 -4.263 -0.776  0.417
H: -2.133 -2.714 -1.478  0.306
H: -3.357 -2.718 -0.213  0.346
H: -0.342 -5.180 -0.095  0.493
H: 0.951 -4.282 0.739  0.354
H: 0.490 -3.850 -0.911  0.301
C: -2.735 3.698 1.424  -1.713
C: -2.048 2.354 1.582  0.816
S: -2.783 0.999 0.902  -0.450
C: -0.828 2.305 2.284  0.742
C: -0.272 3.592 2.855  -1.681
S: 0.058 0.888 2.534  -0.251
H: -3.707 3.578 0.953  0.416
H: -2.129 4.365 0.800  0.256
H: -2.872 4.196 2.390  0.384
H: -0.905 3.967 3.666  0.379
H: -0.231 4.372 2.091  0.316
H: 0.729 3.437 3.250  0.422
C: 0.428 0.741 -4.449  -1.328
C: 1.164 -0.477 -3.944  1.389
C: 1.851 -1.237 -4.897  -0.656
C: 2.579 -2.367 -4.562  -0.787
C: 2.645 -2.758 -3.235  -1.007
C: 1.977 -2.011 -2.273  -1.203
C: 1.221 -0.873 -2.591  0.322
Sb: 0.343 0.011 -0.766  1.953
C: 0.123 2.111 -1.118  1.655
C: 1.011 2.985 -0.491  -0.307
C: 0.866 4.363 -0.609  -0.925
C: -0.179 4.872 -1.366  -0.812
C: -1.087 4.006 -1.960  -0.832
C: -0.972 2.622 -1.827  0.440
C: -2.053 1.751 -2.422  -1.705
C: 2.350 -0.042 0.066  0.501
C: 2.527 -0.796 1.229  -1.099
C: 3.782 -1.016 1.776  -1.000
C: 4.899 -0.468 1.161  -0.680
C: 4.742 0.264 -0.004  -0.763
C: 3.487 0.468 -0.584  1.210
C: 3.467 1.167 -1.927  -1.423
H: 0.821 1.042 -5.421  0.454
H: 0.524 1.589 -3.773  0.084
H: -0.636 0.536 -4.582  0.348
H: 1.818 -0.916 -5.934  0.383
H: 3.104 -2.924 -5.329  0.381
H: 3.226 -3.625 -2.940  0.455
H: 2.092 -2.304 -1.237  0.764
H: 1.822 2.588 0.110  0.444
H: 1.569 5.027 -0.120  0.447
H: -0.296 5.943 -1.486  0.355
H: -1.916 4.409 -2.535  0.414
H: -2.475 2.210 -3.319  0.470
H: -2.856 1.612 -1.696  0.315
H: -1.694 0.758 -2.693  0.073
H: 1.664 -1.211 1.725  0.245
H: 3.884 -1.601 2.682  0.445
H: 5.886 -0.614 1.582  0.376
H: 5.617 0.674 -0.500  0.441
H: 4.051 2.090 -1.891  0.552
H: 2.469 1.418 -2.266  -0.152
H: 3.914 0.521 -2.690  0.399


[3]
# C31H44As3Cl2KN6S2

A structure of composition C31H44As3Cl2KN6S2 (the ωB97M-V functional and the def2-TZVPD basis, the Open Molecules 2025 dataset).

Summary:
Multiplicity: 1
LUMO level in eV: 0.00
E_HOMO in eV: -6.44
Orbital gap in hartree: 0.23677

Last column: Mulliken charge in e.
Element x y z (Å)
K: -0.159 1.161 -0.416  0.852
C: -4.764 2.880 -2.219  -1.732
C: -3.572 2.024 -1.887  0.568
N: -3.211 1.718 -0.699  -0.236
N: -4.121 2.097 0.280  -0.124
C: -3.730 2.500 1.514  0.104
N: -4.762 2.681 2.373  -0.392
S: -2.155 2.805 1.939  -0.173
C: -2.815 1.417 -3.027  0.647
C: -2.402 2.195 -4.094  -0.706
C: -1.793 1.571 -5.172  -0.344
C: -1.653 0.198 -5.146  -0.506
C: -2.074 -0.492 -4.017  -0.289
N: -2.637 0.093 -2.964  -0.420
H: -4.753 3.802 -1.633  0.373
H: -5.700 2.352 -2.007  0.416
H: -4.777 3.127 -3.277  0.433
H: -5.092 2.171 0.021  0.328
H: -5.674 2.298 2.194  0.191
H: -4.527 2.933 3.316  0.246
H: -2.516 3.271 -4.074  0.384
H: -1.419 2.156 -6.001  0.449
H: -1.194 -0.335 -5.968  0.394
H: -1.945 -1.567 -3.952  0.435
Cl: 1.084 0.509 -2.955  0.097
C: 1.831 1.573 -4.119  0.255
C: 2.613 1.002 -5.105  -0.836
C: 3.200 1.828 -6.049  -0.444
C: 2.980 3.195 -5.971  -0.724
C: 2.183 3.729 -4.973  0.350
Cl: 1.976 5.456 -4.974  -0.228
C: 1.544 2.950 -3.984  -0.272
S: 0.514 3.594 -2.745  -0.258
H: 2.753 -0.071 -5.128  0.371
H: 3.818 1.414 -6.835  0.380
H: 3.430 3.868 -6.689  0.407
C: -2.602 -0.520 3.107  -1.339
As: -0.851 -0.801 2.272  0.805
C: 0.157 -0.716 3.955  -1.507
C: -1.152 -2.755 2.136  -2.185
C: -0.065 -3.746 1.689  2.713
C: -0.647 -5.149 1.922  -2.222
C: 0.261 -3.652 0.191  -2.196
As: 1.009 -2.013 -0.630  0.567
C: 1.260 -2.886 -2.369  -1.179
C: 2.891 -2.144 -0.091  -1.187
C: 1.186 -3.564 2.558  -1.015
As: 2.643 -4.878 2.327  0.189
C: 3.941 -3.861 3.385  -1.137
C: 2.140 -6.109 3.770  -1.174
H: -2.770 -1.284 3.867  0.491
H: -3.385 -0.581 2.351  0.317
H: -2.627 0.470 3.558  0.365
H: -0.193 -1.476 4.654  0.420
H: -0.015 0.270 4.390  0.514
H: 1.225 -0.839 3.792  0.352
H: -2.020 -2.854 1.475  0.435
H: -1.489 -3.048 3.135  0.613
H: -1.597 -5.261 1.395  0.462
H: -0.824 -5.326 2.986  0.452
H: 0.028 -5.926 1.554  0.461
H: -0.654 -3.842 -0.378  0.590
H: 0.960 -4.450 -0.071  0.617
H: 1.601 -3.911 -2.219  0.437
H: 2.002 -2.331 -2.938  0.340
H: 0.326 -2.887 -2.929  0.239
H: 3.237 -3.176 -0.144  0.302
H: 3.049 -1.756 0.914  0.227
H: 3.468 -1.532 -0.785  0.553
H: 0.911 -3.581 3.617  1.005
H: 1.633 -2.587 2.366  -0.348
H: 4.289 -3.001 2.813  0.262
H: 4.798 -4.495 3.609  0.412
H: 3.494 -3.518 4.319  0.356
H: 1.359 -6.791 3.440  0.333
H: 1.796 -5.561 4.649  0.332
H: 3.019 -6.695 4.039  0.420
N: 1.315 4.407 5.728  -0.515
C: 1.355 4.474 4.581  0.037
C: 1.404 4.560 3.142  0.288
C: 1.832 5.715 2.497  -0.359
C: 1.856 5.716 1.117  -0.836
C: 1.452 4.578 0.429  -0.158
N: 1.028 3.471 1.046  0.183
C: 1.016 3.469 2.375  -0.370
H: 2.136 6.580 3.071  0.497
H: 2.188 6.584 0.563  0.425
H: 1.474 4.542 -0.657  0.223
H: 0.672 2.564 2.866  0.493


no.,E (Eh)
1,-3388.2647
2,-4434.7057
3,-10560.2130